Record 1
101
Properties=species:S:1:pos:R:3:forces:R:3 method="wB97M-V/def2-TZVPD" fmax_ev_per_a=3.19 charge=+1 e_above_lowest_kcal_mol=240.1 e_lumo_ha=-0.35443
Be -0.258466 3.060800 3.209998 -0.05 -0.43 -0.55
B -0.693266 0.038850 -0.082162 -0.08 -0.46 0.04
F -1.347816 -0.455140 -1.162092 -0.73 -0.33 -1.88
F -1.564886 0.032950 0.965798 -1.75 0.49 2.28
F 0.304174 -0.834420 0.263058 1.80 -0.39 0.14
F -0.295176 1.350220 -0.280762 0.85 1.09 -0.16
N -1.503706 -7.191250 1.904898 0.76 -0.55 -0.38
C -1.177126 -8.511810 1.788138 -1.66 0.56 -2.28
C -1.573816 -9.223840 0.625118 -0.81 1.49 -0.53
C -2.315916 -8.544650 -0.408602 1.89 -0.96 0.71
C -2.504896 -7.192810 -0.314112 0.47 0.62 0.91
C -2.062046 -6.557760 0.858808 0.03 -1.05 0.58
H -0.605226 -9.055570 2.525468 0.00 0.50 0.45
H -1.280146 -10.245180 0.432708 0.01 -0.10 0.28
H -2.457576 -9.048480 -1.353322 -0.46 -0.23 0.07
H -2.895486 -6.530250 -1.072302 -0.23 -0.39 -0.28
H -2.194096 -5.487010 0.908388 0.02 0.13 0.47
N 4.970094 3.444840 1.584288 1.92 0.21 0.04
C 5.575694 2.514030 0.817988 0.47 0.08 0.77
C 6.940084 2.529050 0.475218 -0.85 1.52 -0.04
C 7.664404 3.667660 0.836688 0.21 -0.32 1.02
C 7.128134 4.648890 1.696598 -1.23 -1.70 -0.97
C 5.768914 4.448970 2.055398 -0.10 -0.40 -0.69
H 5.023084 1.616220 0.583538 -0.47 0.13 -0.19
H 7.346584 1.746050 -0.147742 0.12 -0.04 0.15
H 8.723494 3.709580 0.629468 0.07 0.13 -0.36
H 7.753704 5.482470 1.979768 -0.33 0.08 0.31
H 5.251144 5.109280 2.735318 0.10 0.30 -0.01
N -8.879026 -1.665720 1.914158 -1.96 -0.60 -1.40
C -10.232086 -1.722150 1.597118 1.28 0.43 1.40
C -10.762026 -2.063010 0.392758 1.26 -0.55 -2.17
C -9.846436 -2.399170 -0.614122 0.65 0.24 -0.60
C -8.473146 -2.394570 -0.359602 -1.50 0.22 -0.53
C -8.081916 -2.021820 0.890818 0.24 -0.46 1.80
H -10.986266 -1.514240 2.341688 0.51 0.35 0.71
H -11.805206 -2.053740 0.113308 -0.15 0.02 0.56
H -10.163196 -2.603190 -1.626272 -0.31 -0.20 -0.02
H -7.678476 -2.619650 -1.055472 -0.36 -0.21 -0.37
H -7.040906 -2.237310 1.081248 0.34 0.77 0.61
N 2.278174 -0.611830 5.534728 0.03 -2.13 1.50
C 1.822294 -1.911340 5.591978 0.65 1.27 -2.14
C 2.457604 -2.988710 6.183488 0.00 0.62 1.18
C 3.476984 -2.659270 7.055278 0.48 0.71 -0.17
C 3.935454 -1.329080 7.090848 0.34 -1.26 0.60
C 3.342244 -0.348610 6.329728 -1.31 0.09 -1.67
H 1.060154 -2.185660 4.877628 -0.60 0.48 0.12
H 2.056214 -3.982700 6.052068 0.09 -0.03 0.05
H 4.001604 -3.365320 7.681898 -0.08 -0.27 -0.13
H 4.835664 -1.185190 7.669908 -0.02 0.55 0.04
H 3.719134 0.649300 6.160838 0.36 0.07 0.53
N -5.093186 4.527090 2.186958 -1.82 0.53 0.59
C -5.991226 5.206240 2.981748 1.80 0.37 -0.59
C -7.322716 5.364950 2.730948 -0.56 -1.70 -1.54
C -7.840296 4.578420 1.680668 0.59 -0.30 -0.33
C -6.984436 3.787090 0.849518 -0.34 1.76 1.71
C -5.608226 3.872840 1.142088 -0.37 -0.30 0.57
H -5.635326 5.773580 3.829018 0.73 -0.29 0.15
H -7.977186 5.953210 3.357068 0.12 0.01 0.05
H -8.916736 4.613790 1.600498 -0.09 -0.30 -0.58
H -7.311086 3.203410 0.001568 -0.21 0.03 0.11
H -4.925836 3.302990 0.528888 0.28 0.12 -0.11
C 1.995554 8.130030 -1.232982 0.20 -0.96 -0.82
C 1.156984 8.142490 0.015968 -0.87 -2.30 0.08
O 0.784434 7.056530 0.514288 0.59 3.04 -0.75
C 0.931864 9.529450 0.595668 0.02 -0.45 0.33
H 2.862044 8.780680 -1.114902 -0.06 -0.01 -0.26
H 1.477574 8.312000 -2.174612 -0.59 1.30 0.30
H 2.266084 7.125890 -1.559502 0.62 -0.34 1.05
H -0.041606 9.692410 1.058168 0.07 -0.33 0.01
H 1.134454 10.342910 -0.100992 0.00 -0.29 -0.16
H 1.699144 9.572310 1.368678 0.00 0.28 0.29
C 1.012534 3.938090 -6.367382 0.05 -0.22 1.90
C -0.498496 4.018290 -6.423702 -0.06 0.45 -1.10
O -0.999326 3.953130 -7.521122 -0.47 -0.04 0.26
C -1.361556 4.187270 -5.163692 -0.46 -0.55 -1.24
H 1.233674 3.794470 -5.309752 0.43 -0.21 0.10
H 1.523674 4.867850 -6.617192 -0.30 -0.04 -0.50
H 1.389874 3.073460 -6.913382 -0.11 0.31 -0.23
H -2.391176 4.017930 -5.478802 0.01 -0.10 -0.14
H -1.371796 5.222690 -4.823252 0.64 -0.20 0.49
H -1.125536 3.381950 -4.468082 0.28 0.57 0.48
C 3.664304 -4.361360 -6.176582 -0.74 -0.44 0.28
C 3.575854 -3.090950 -5.319212 0.03 1.02 -1.85
O 4.557544 -2.385030 -5.333142 0.07 0.01 0.87
C 2.236014 -2.540550 -4.817602 -0.10 -0.87 0.11
H 2.682064 -4.777380 -6.400712 -0.10 0.10 -0.01
H 4.228584 -5.176890 -5.724272 0.13 0.23 0.34
H 4.169174 -4.128780 -7.114192 -0.03 0.23 0.15
H 1.613694 -3.374550 -4.493182 0.04 0.06 0.59
H 1.611814 -2.120480 -5.606272 0.50 0.04 -0.58
H 2.343544 -1.743240 -4.082182 0.19 -0.38 0.14
C 4.299424 -5.997650 0.111318 0.37 -0.18 -0.16
C 5.625984 -5.358590 0.552348 -0.63 -0.48 -0.60
O 5.887354 -5.258580 1.724448 0.35 0.33 -0.44
C 6.546184 -4.990480 -0.624232 -0.42 -0.06 0.67
H 4.086444 -6.889770 0.700268 0.04 0.19 0.23
H 4.371474 -6.317830 -0.928092 -0.13 0.17 -0.06
H 3.478574 -5.289270 0.223168 0.05 0.04 0.02
H 6.735384 -5.925440 -1.151632 0.55 -0.19 0.26
H 7.434644 -4.468790 -0.268462 0.00 -0.23 -0.24
H 6.023084 -4.436530 -1.403722 -0.19 0.43 0.33

---

Record 2
109
Properties=species:S:1:pos:R:3:forces:R:3 method="wB97M-V/def2-TZVPD" fmax_ev_per_a=12.63 charge=-1 e_above_lowest_kcal_mol=54.7 e_lumo_ha=0.01643
C 46.493000 15.566000 51.334000 -4.54 -1.45 1.70
O 45.625000 14.879000 51.969000 0.20 -1.25 -1.09
O 46.626000 15.443000 50.006000 4.28 2.31 -0.04
O 47.065000 16.477000 51.842000 3.42 3.01 1.05
H 46.053000 15.029000 49.459000 -3.27 -2.61 -1.47
C 39.412000 14.342000 50.731000 4.91 0.62 -0.73
C 40.596000 15.252000 50.974000 -0.06 -4.69 -2.79
C 41.941000 14.885000 50.448000 -2.05 -0.74 1.03
C 42.102000 13.590000 49.722000 -4.34 1.54 1.54
C 40.843000 12.683000 49.495000 2.13 2.32 0.13
C 39.494000 13.154000 49.965000 10.06 4.13 0.55
N 43.474000 13.229000 49.315000 -0.75 -4.66 0.61
O 44.287000 14.043000 49.022000 0.26 1.41 -0.32
O 43.741000 11.977000 49.328000 -1.11 2.79 -0.26
H 38.534000 14.467000 51.288000 -1.26 0.74 0.43
H 40.408000 16.111000 51.553000 0.29 0.96 0.59
H 42.780000 15.553000 50.874000 -0.99 -1.44 -1.31
H 41.162000 11.742000 48.900000 -1.27 1.55 1.21
H 38.680000 12.677000 49.948000 -5.88 -4.44 -0.80
C 45.746000 13.358000 45.294000 3.52 5.62 -8.95
C 46.219000 13.171000 43.829000 0.76 3.73 2.91
C 46.940000 14.298000 43.166000 -1.86 1.75 4.48
C 47.024000 15.682000 43.860000 -4.30 -3.24 3.16
C 46.131000 15.849000 45.194000 3.93 -3.91 -4.80
C 45.713000 14.640000 45.806000 -0.87 1.29 2.70
N 47.718000 16.897000 43.292000 -1.04 -3.50 0.61
O 47.945000 16.749000 42.109000 0.59 1.37 -0.26
O 48.023000 17.764000 44.067000 0.09 0.66 -0.57
H 45.443000 12.717000 45.921000 -2.28 -5.66 3.85
H 46.057000 12.246000 43.302000 0.29 -0.16 0.02
H 47.455000 14.178000 42.251000 0.22 -0.16 -0.86
H 46.165000 16.767000 45.663000 -0.20 1.76 0.90
H 45.275000 14.647000 46.955000 1.12 0.48 -3.14
C 47.906000 19.248000 50.019000 1.95 6.90 -4.60
C 48.586000 20.650000 50.065000 -2.11 -0.75 -3.03
C 48.577000 21.658000 48.900000 -0.39 -5.21 1.64
C 47.989000 21.131000 47.590000 -0.28 -1.93 2.63
C 47.377000 19.731000 47.486000 0.73 1.09 3.22
C 47.404000 18.832000 48.826000 -0.40 2.42 -4.13
N 47.869000 22.156000 46.487000 -1.53 1.20 0.03
O 48.497000 23.285000 46.593000 -2.20 -4.33 -0.83
O 46.947000 21.860000 45.666000 3.12 1.53 1.53
H 48.206000 18.597000 50.699000 0.37 -2.80 3.57
H 49.020000 20.780000 51.066000 0.12 0.83 -0.79
H 49.193000 22.568000 49.075000 -0.99 -0.66 -0.75
H 46.820000 19.245000 46.577000 1.49 1.55 1.72
H 47.007000 17.826000 48.736000 0.09 0.03 -0.14
C 44.474000 11.429000 54.605000 -1.03 -3.51 1.36
C 44.289000 10.255000 55.513000 0.70 5.40 4.36
C 44.375000 10.616000 57.040000 1.69 2.70 -4.60
C 44.812000 12.020000 57.393000 1.27 -1.11 -1.88
C 45.100000 13.107000 56.422000 -3.06 -3.05 -0.22
C 44.696000 12.720000 55.003000 2.43 1.79 3.16
N 45.131000 12.344000 58.923000 -2.05 -4.58 -0.80
O 45.416000 11.361000 59.733000 -0.41 3.78 -2.67
O 44.687000 13.417000 59.184000 0.93 0.93 1.59
H 44.358000 11.202000 53.545000 0.06 0.28 0.15
H 44.036000 9.247000 55.254000 0.00 -0.14 -0.39
H 44.307000 9.858000 57.791000 -0.12 -0.12 0.36
H 45.289000 14.184000 56.767000 -0.09 -1.92 -0.72
H 44.853000 13.502000 54.249000 -0.26 -0.33 0.16
C 50.965000 16.667000 50.950000 4.19 -0.71 2.36
O 51.896000 17.503000 50.996000 -1.65 -1.56 -0.51
N 51.126000 15.339000 51.362000 3.03 1.74 0.66
C 50.104000 14.367000 51.370000 -2.00 1.06 3.90
C 52.527000 14.898000 51.833000 -0.45 1.80 -0.75
H 49.991000 16.974000 50.788000 -2.37 0.25 -0.85
H 49.863000 13.911000 52.433000 0.87 0.94 -1.53
H 50.368000 13.534000 50.812000 -0.12 -1.44 -1.76
H 49.192000 14.957000 51.218000 -0.26 -0.85 -0.92
H 53.240000 15.741000 51.254000 -1.58 -2.47 2.20
H 52.623000 13.894000 51.341000 0.40 0.79 0.79
H 52.619000 14.816000 53.073000 -0.21 0.44 -3.52
C 47.463000 11.936000 52.494000 1.12 -0.19 3.52
O 48.266000 11.833000 53.463000 -1.04 -0.02 -2.16
N 46.966000 10.858000 51.841000 1.05 -1.84 -0.38
C 46.052000 11.008000 50.705000 5.73 1.09 -3.57
C 47.599000 9.482000 52.056000 1.31 1.19 -0.44
H 47.018000 12.950000 52.386000 -0.18 -0.61 -1.09
H 46.158000 12.095000 50.303000 -0.67 -2.09 0.71
H 45.175000 10.708000 50.989000 -5.50 -0.82 1.58
H 46.236000 10.202000 49.798000 0.37 2.12 2.06
H 48.561000 9.519000 52.657000 -1.64 0.29 -0.36
H 47.900000 9.091000 51.098000 0.49 0.52 -0.96
H 46.989000 8.622000 52.298000 -0.95 0.52 1.22
C 42.001000 18.810000 50.066000 -5.35 1.50 -0.33
O 41.313000 19.123000 51.096000 2.86 -1.00 -2.99
N 43.232000 18.391000 49.914000 1.09 1.19 3.41
C 43.612000 17.771000 48.717000 4.99 -1.09 1.17
C 44.088000 18.413000 51.126000 0.75 -3.52 -1.52
H 41.448000 18.885000 48.950000 1.12 -0.26 2.54
H 44.704000 17.310000 48.822000 -2.27 1.08 -0.05
H 43.616000 18.359000 47.876000 0.07 1.94 -1.87
H 43.008000 16.991000 48.531000 -2.15 -3.05 -0.74
H 43.828000 19.075000 51.820000 -2.03 3.23 2.29
H 45.105000 18.669000 50.951000 0.91 -0.21 -0.92
H 44.074000 17.484000 51.739000 0.07 -0.02 -0.93
C 46.157000 16.363000 55.338000 -0.14 2.26 7.11
O 45.391000 17.106000 56.136000 2.65 -3.07 -4.55
N 47.330000 15.894000 55.964000 -0.26 -1.19 -1.54
C 48.239000 15.016000 55.243000 1.54 -3.52 -2.64
C 47.699000 16.339000 57.303000 10.01 3.11 -7.05
H 46.072000 15.968000 54.343000 -0.73 0.24 -0.88
H 49.002000 14.268000 55.839000 -2.53 1.97 -0.79
H 48.934000 15.492000 54.530000 -0.06 0.79 0.66
H 47.753000 14.297000 54.370000 0.39 1.55 2.72
H 47.885000 17.403000 57.177000 -0.62 0.29 0.84
H 48.785000 15.979000 57.764000 -2.50 0.27 -1.99
H 47.119000 16.056000 57.928000 -7.79 -2.78 7.83

---

It is found that the frontier orbital gap values, taken in the order of the records, are 0.04727; 0.23810 Eh.